16
Properties=species:S:1:pos:R:3 method="wB97M-V/def2-TZVPD" homo_ev="4.26 / -0.39" e_above_lowest_kj_mol=41.8 homo_lumo_gap_ev="2.6 / 7.2" charge=-2 multiplicity=2 s_squared=0.75
C 0.20 0.18 1.54
C 0.60 -0.06 0.14
C -0.17 0.93 -0.83
O 0.06 0.48 -2.13
N 0.84 -0.70 2.52
H -0.89 -0.02 1.65
H 0.41 1.26 1.70
H 1.64 0.10 -0.21
H 0.28 -1.01 -0.33
H 0.12 1.98 -0.65
H -1.24 0.80 -0.54
H 1.00 -0.36 3.48
H 1.78 -0.98 2.26
H -2.27 -1.05 -2.60
H -0.82 -0.43 -2.79
O -1.53 -1.13 -3.20